(1)
{
  "formula": "C4H6O2",
  "method": "ωB97M-V with the def2-TZVPD basis set",
  "elements": ["H", "O", "H", "H", "H", "C", "H", "C", "C", "C", "O", "H"],
  "positions_angstrom": [[-2.3912, 0.1025, -0.1639], [0.2710, 1.5902, -0.0199], [3.7909, 0.2132, -0.5758], [-0.3247, 0.5833, -1.6075], [-1.2963, -1.2693, 0.3239], [-0.2812, 0.6111, -0.4914], [1.4215, 0.9132, 0.9354], [1.7128, -0.6153, -0.3116], [-1.3557, -0.1234, 0.2755], [2.7833, 0.0850, -0.4245], [2.2279, 0.3447, 0.8929], [-1.3707, 0.1707, 1.3891]],
  "gap_ha": 0.376,
  "homo_energy_ev": -9.60,
  "max_force_ev_per_a": 2.60,
  "total_charge": 0
}

(2)
{
  "formula": "C48H57F6O5P",
  "method": "ωB97M-V with the def2-TZVPD basis set",
  "elements": ["O", "C", "H", "C", "C", "H", "H", "C", "H", "H", "H", "H", "F", "C", "H", "C", "H", "C", "C", "H", "H", "H", "C", "F", "C", "H", "H", "H", "H", "O", "C", "C", "F", "C", "H", "H", "C", "C", "C", "C", "H", "H", "C", "H", "H", "H", "C", "H", "C", "F", "C", "H", "H", "H", "H", "F", "C", "H", "H", "H", "H", "H", "C", "H", "H", "C", "H", "C", "C", "C", "C", "C", "H", "C", "H", "C", "H", "H", "C", "O", "C", "H", "C", "C", "H", "C", "H", "H", "O", "C", "C", "C", "H", "C", "F", "P", "C", "H", "H", "H", "O", "H", "H", "C", "H", "C", "H", "C", "C", "H", "H", "C", "H", "C", "H", "C", "H"],
  "positions_angstrom": [[3.1159, -0.2103, 0.4188], [-10.5683, -7.1853, -3.5599], [-4.3692, -1.5717, -10.1210], [-5.1137, -2.8726, -1.8073], [-2.5313, -1.3948, 5.8246], [7.4891, 2.7513, 0.3409], [-11.4195, -7.7094, -3.9731], [7.1506, 4.5532, 5.0391], [7.0284, 4.7316, 3.9788], [-5.8311, -2.6806, -3.8097], [-5.3225, -5.0557, -4.3548], [8.7451, 0.3065, 0.7106], [6.8836, 2.2496, 4.6615], [9.4711, -0.8645, 2.9568], [5.9444, 4.6127, 1.3883], [1.7490, 2.5426, 4.2407], [9.9680, 0.0169, 3.3738], [-3.0963, 0.6038, -2.3987], [1.0929, 1.1784, 4.0332], [1.7798, 4.4993, 3.3925], [2.3573, 1.7026, -0.9875], [-2.5547, -3.3739, 6.6255], [1.6961, 3.4738, 3.0235], [-5.3869, -1.5816, -1.5163], [-8.3769, -5.8448, -2.4911], [-9.8079, -4.4894, -1.6616], [5.2175, 3.4787, -0.4618], [-4.3385, -6.5293, -2.6361], [-4.3610, -3.2628, 0.1527], [1.4929, 1.4816, -0.6254], [-4.6055, 1.7388, -10.7828], [-1.5355, 1.9464, -4.2310], [-6.9699, -7.4429, -3.4971], [7.4691, 4.0242, 7.7486], [-3.7097, 0.0810, -1.6812], [-11.7587, -5.6788, -2.6044], [-5.1048, -4.6671, -3.3692], [-2.4652, -2.7705, 5.7324], [6.7567, 0.9280, 1.2919], [7.5301, 5.3311, 7.2843], [-2.2207, -4.4209, 4.3940], [6.2554, 0.0398, 0.9073], [6.6416, 2.0636, 0.2734], [2.7714, 0.5112, 2.8272], [1.1635, 0.6051, 4.9590], [-1.9978, -2.9975, 2.3840], [-4.5505, -5.4953, -2.4030], [2.4061, 3.4302, 1.0038], [1.7057, 0.3345, 2.9242], [-0.7699, 2.6015, -5.1262], [-2.4203, -0.5793, 4.7170], [5.9106, 3.2443, 2.4626], [0.7299, 3.4096, 2.5250], [0.0716, -0.4737, -0.8390], [-7.5119, -5.3399, -2.0832], [-4.6527, 1.7979, -7.1748], [7.2477, 2.9757, 6.8672], [-4.2188, -0.0772, -4.0936], [-4.6433, 2.4282, -11.6152], [-3.8543, -5.6416, -0.3797], [3.1858, 2.2454, 2.0128], [4.1090, 4.3881, 3.2791], [-5.3916, -3.3422, -3.0749], [1.5824, -0.7261, 3.1417], [-1.7908, 1.4536, -0.9175], [-4.5634, -3.6731, -0.8278], [6.6852, 1.6189, -0.7230], [-9.2878, -7.6602, -3.8032], [-8.2165, -6.9793, -3.2616], [2.8295, 3.2708, 1.9982], [-2.2761, -3.3443, 4.4834], [7.3697, 5.5929, 5.9306], [-4.4557, -0.7005, -7.7923], [-4.5015, 0.3740, -11.0143], [0.0311, 1.2943, 3.8139], [-4.6051, 1.3291, -8.4405], [-2.8144, 1.1457, -5.7407], [4.5307, 2.0954, 0.4497], [-3.3814, 0.5184, -3.7547], [8.1838, -0.5497, 2.4885], [-9.6631, -5.3792, -2.2595], [7.7018, 6.1444, 7.9763], [-2.1543, -2.5456, 3.3544], [-4.2815, -4.9970, -1.1360], [-0.3849, 2.6405, -2.5670], [8.1884, 0.5715, 1.6184], [8.6896, 1.4095, 2.1161], [-2.1261, -0.5378, 2.5976], [0.7653, -0.8849, -0.3118], [3.9987, 4.2300, 2.2013], [5.3564, 3.7320, 1.6620], [-4.4490, -0.5077, -9.9440], [-9.1156, -8.5437, -4.4029], [-2.0196, 1.3705, -1.9736], [-2.7079, -0.8296, 7.0351], [1.7202, 0.2171, 0.3299], [-10.7586, -6.0464, -2.7903], [3.7712, 5.2091, 1.7802], [6.2651, 1.1787, 2.2331], [7.1936, 1.9503, 7.2069], [1.0279, 0.6497, 1.6810], [7.4132, 6.6101, 5.5655], [-4.4604, -0.0013, -12.0277], [-4.4994, -0.0319, -8.6418], [7.5958, 3.8171, 8.8026], [7.0941, 3.2633, 5.5263], [2.7782, 2.4219, 4.5881], [5.3238, 2.8403, 0.4161], [-4.6595, 2.2276, -9.4860], [10.0885, -1.2879, 2.1590], [-2.4777, 0.4949, 4.8324], [-1.2280, 2.0440, -2.8893], [1.2226, 3.0391, 5.0601], [-2.6015, 1.1942, -4.6835], [9.3660, -1.5980, 3.7521], [-2.2274, -1.1646, 3.4739], [-4.7426, 3.2863, -9.2813]],
  "smiles": "COCCCCCCCCCCCOP(=O)(O)O.Fc1ccccc1.Fc1ccccc1.Fc1ccccc1.Fc1ccccc1.Fc1ccccc1.Fc1ccccc1",
  "gap_ha": 0.359,
  "homo_energy_ev": -9.26,
  "max_force_ev_per_a": 0.75,
  "total_charge": 0
}

(3)
{
  "formula": "C5H8N3O2",
  "method": "ωB97M-V with the def2-TZVPD basis set",
  "elements": ["H", "C", "N", "N", "H", "N", "H", "C", "O", "O", "C", "H", "C", "H", "H", "H", "H", "C"],
  "positions_angstrom": [[-0.7581, 2.2018, 0.0169], [-2.6320, 0.2509, -0.2454], [-1.3242, 0.2218, 0.3954], [2.0060, 0.4694, -0.1225], [-2.6555, -0.3577, -1.1268], [-0.9028, -1.0057, 0.3036], [3.4646, 1.8431, 0.0144], [2.3723, -0.7956, -0.2550], [0.7925, 0.8819, -0.7132], [2.6986, 1.5437, 0.4889], [-0.2389, 1.2920, 0.2271], [0.2056, 1.5361, 1.1518], [0.0398, -1.8275, 0.2375], [1.7883, -2.5981, -0.6374], [-3.2247, -0.3266, 0.3467], [-2.9662, 1.2408, -0.3584], [-0.1249, -2.8308, 0.4788], [1.4597, -1.7396, -0.2023]],
  "smiles": "CN1CO[N+](O)=C=C/C=N\\1",
  "gap_ha": [0.245, 0.277],
  "homo_energy_ev": [-13.40, -13.74],
  "max_force_ev_per_a": 5.36,
  "total_charge": 1
}

Number 3 is which compound? C5H8N3O2